[1]
{"formula": "C20H20N3", "method": "ωB97M-V with the def2-TZVPD basis set", "molar_mass_da": 302.4, "de_lowest_ev": 0.753, "gap_ev": 6.81, "lumo_ev": -4.379, "total_charge": 1, "elements": ["C", "N", "C", "C", "C", "C", "C", "C", "C", "C", "C", "C", "C", "C", "C", "C", "C", "H", "H", "H", "H", "H", "H", "H", "H", "H", "H", "H", "H", "H", "H", "C", "N", "C", "N", "C", "C", "H", "H", "H", "H", "H", "H"], "positions_angstrom": [[4.192823, 0.753470, 2.282210], [2.808893, 0.341325, 2.217163], [1.755499, 1.174678, 2.039844], [0.543298, 0.458976, 2.190711], [-0.717672, 1.033929, 2.411738], [-1.964549, 0.334923, 2.279858], [-2.128838, -0.759855, 1.383855], [-3.261971, -1.566552, 1.469309], [-4.292742, -1.262739, 2.368405], [-4.181932, -0.120603, 3.173302], [-3.075561, 0.718107, 3.080101], [0.932703, -0.935194, 2.438566], [0.206179, -2.030780, 2.892960], [0.907118, -3.220570, 3.179147], [2.313434, -3.261773, 3.139253], [3.053446, -2.109919, 2.806994], [2.348791, -0.970971, 2.438905], [4.795167, -0.153949, 2.302803], [4.462616, 1.368734, 1.421879], [4.415366, 1.350822, 3.173460], [1.855408, 2.232551, 1.852203], [-0.722100, 2.045267, 2.867364], [-1.332987, -0.972935, 0.667339], [-3.327118, -2.458547, 0.843725], [-5.148103, -1.929876, 2.472193], [-4.960398, 0.113257, 3.900746], [-2.999550, 1.640017, 3.662171], [-0.878956, -1.946117, 3.009531], [0.331311, -4.110530, 3.450353], [2.818798, -4.204694, 3.382052], [4.142006, -2.102858, 2.820859], [-0.795915, 6.407539, -0.287358], [-1.091473, 5.316586, 0.632843], [-0.563611, 4.045074, 0.576781], [-1.075791, 3.294334, 1.532992], [-1.962754, 4.087907, 2.256253], [-1.995756, 5.346294, 1.688738], [-1.126048, 7.350332, 0.163455], [0.281489, 6.447754, -0.489629], [-1.316696, 6.262095, -1.243615], [0.169079, 3.784610, -0.174601], [-2.504094, 3.716615, 3.116236], [-2.560989, 6.223258, 1.949615]], "atomic_forces_ev_per_a": [[0.56, 0.09, -0.10], [-1.14, 0.68, -0.48], [0.03, -1.14, 0.96], [0.25, 0.08, -0.10], [0.29, 0.41, 0.90], [-0.85, -0.20, -0.40], [-0.04, 0.20, 0.63], [0.09, 0.12, -0.29], [0.69, 0.23, 0.27], [-0.21, 0.20, 0.01], [0.63, -0.47, -0.09], [0.23, 0.26, 0.06], [0.41, -0.88, -0.06], [-0.37, 0.70, -0.04], [0.04, 0.42, -0.27], [-0.11, -0.62, -0.01], [-0.80, 0.14, 0.51], [0.13, 0.29, -0.10], [-0.06, -0.24, -0.06], [-0.27, -0.27, 0.00], [0.24, -0.02, 0.00], [-0.05, -1.56, -0.19], [-0.24, -0.08, 0.28], [-0.07, 0.35, 0.09], [0.20, 0.23, -0.08], [0.11, -0.01, -0.35], [-0.09, -0.48, 0.01], [0.58, -0.35, -0.06], [0.34, 0.33, 0.00], [-0.13, 0.56, -0.11], [-0.26, -0.18, 0.09], [-0.05, 0.10, -0.24], [-0.16, -0.69, 0.42], [-1.15, 1.30, 0.77], [-0.07, 1.16, -0.79], [0.62, 0.52, -1.21], [0.70, -0.99, -0.19], [0.18, -0.26, -0.16], [-0.29, 0.05, 0.17], [0.07, 0.06, 0.31], [-0.10, -0.18, 0.12], [0.07, 0.09, -0.19], [0.06, 0.08, -0.07]], "nbo_charge": [-0.4121, -0.2899, 0.1437, -0.2454, 0.1616, -0.1811, -0.1576, -0.1620, -0.1544, -0.2252, -0.1102, 0.0129, -0.2145, -0.1984, -0.1937, -0.2200, 0.1082, 0.2288, 0.2269, 0.2261, 0.2330, 0.2664, 0.2348, 0.2243, 0.2359, 0.2349, 0.2185, 0.2326, 0.2308, 0.2357, 0.2262, -0.4081, -0.3310, 0.1835, -0.5106, -0.1122, -0.0579, 0.2281, 0.2194, 0.2191, 0.2069, 0.2130, 0.2331]}

=====

[2]
{"formula": "C20H20N6O2", "method": "ωB97M-V with the def2-TZVPD basis set", "smiles": "Cc1ccc(NC(=O)CCc2nnc3ccc(NCc4ccco4)nn23)cc1", "molar_mass_da": 376.4, "de_lowest_ev": 0.972, "gap_ev": 8.35, "lumo_ev": 0.354, "total_charge": 0, "elements": ["C", "C", "C", "C", "C", "N", "C", "O", "C", "C", "C", "N", "N", "C", "C", "C", "C", "N", "C", "C", "C", "C", "C", "O", "N", "N", "C", "C", "H", "H", "H", "H", "H", "H", "H", "H", "H", "H", "H", "H", "H", "H", "H", "H", "H", "H", "H", "H"], "positions_angstrom": [[4.975453, -0.198306, -3.966439], [4.078654, 0.200353, -2.833395], [2.740911, 0.499266, -3.057037], [1.897130, 0.853798, -2.021184], [2.387169, 0.911454, -0.721464], [1.598729, 1.281930, 0.376336], [0.244734, 1.331155, 0.462301], [-0.514381, 1.157037, -0.467707], [-0.268722, 1.642321, 1.866853], [0.326690, 0.710196, 2.938736], [0.566051, -0.629651, 2.346801], [1.731026, -1.213418, 2.172528], [1.564414, -2.340075, 1.487846], [0.280514, -2.457386, 1.218362], [-0.476548, -3.397408, 0.487701], [-1.808381, -3.170870, 0.373612], [-2.401795, -2.025466, 1.008499], [-3.752526, -1.872842, 0.961957], [-4.355287, -0.642818, 1.428264], [-3.993696, 0.538393, 0.577839], [-3.788419, 1.849746, 0.886826], [-3.477294, 2.498138, -0.333957], [-3.512156, 1.531891, -1.286902], [-3.832123, 0.344434, -0.748009], [-1.708387, -1.151841, 1.694479], [-0.398899, -1.380894, 1.763706], [3.725262, 0.609371, -0.484881], [4.555997, 0.258657, -1.529892], [4.716763, 0.343248, -4.873915], [4.868499, -1.264419, -4.169848], [6.017522, -0.004016, -3.723924], [2.348841, 0.457636, -4.063351], [0.861737, 1.079939, -2.212464], [2.116155, 1.334478, 1.243090], [-1.351226, 1.516236, 1.825738], [-0.048135, 2.684594, 2.105239], [1.276970, 1.082432, 3.324182], [-0.372352, 0.630401, 3.774000], [0.020914, -4.241004, 0.039080], [-2.447488, -3.838508, -0.182903], [-4.212899, -2.318322, 0.182904], [-4.009391, -0.457648, 2.447815], [-5.440102, -0.792147, 1.442567], [-3.857473, 2.297358, 1.857634], [-3.248039, 3.534109, -0.472931], [-3.324362, 1.555718, -2.340981], [4.108414, 0.637993, 0.525109], [5.591530, 0.024755, -1.328823]], "atomic_forces_ev_per_a": [[-0.04, -0.09, 0.02], [0.00, 0.03, -0.04], [0.21, -0.03, 0.12], [-0.22, 0.04, 0.00], [0.14, -0.09, -0.28], [0.35, 0.19, 0.18], [-0.21, 0.30, 0.39], [-0.04, -0.09, -0.19], [-0.15, 0.02, -0.07], [-0.13, -0.06, -0.12], [-0.20, 0.04, 0.35], [0.18, 0.70, 0.53], [-0.01, -1.00, -0.62], [-0.01, 0.53, 0.34], [-0.52, 0.05, -0.10], [0.46, -0.20, -0.11], [0.79, 0.17, 0.40], [-0.44, -0.14, -0.11], [-0.04, 0.10, -0.24], [0.07, 0.57, 0.76], [-0.20, -0.67, -0.05], [-0.10, -0.26, -0.55], [0.09, 1.02, 0.04], [-0.11, -0.59, 0.09], [-1.19, 0.29, -0.02], [1.10, -0.85, -0.33], [-0.13, 0.01, 0.01], [-0.08, 0.04, -0.06], [0.04, 0.01, -0.08], [0.06, -0.06, -0.08], [0.09, 0.00, -0.05], [-0.04, 0.01, -0.11], [-0.02, 0.01, 0.01], [-0.18, -0.03, -0.09], [0.15, 0.04, -0.07], [-0.03, 0.03, 0.00], [-0.02, -0.10, 0.03], [0.07, 0.09, 0.04], [0.01, -0.10, -0.06], [-0.04, -0.10, -0.04], [0.09, 0.03, 0.09], [-0.15, 0.06, -0.09], [0.14, -0.02, 0.05], [0.00, 0.02, 0.25], [0.08, 0.21, -0.12], [0.05, -0.10, -0.15], [0.04, -0.02, 0.13], [0.11, -0.02, 0.02]], "nbo_charge": [-0.6232, -0.0361, -0.2161, -0.1843, 0.1257, -0.6042, 0.6839, -0.6146, -0.4965, -0.4468, 0.2980, -0.2741, -0.2676, 0.2334, -0.1445, -0.2557, 0.3774, -0.5702, -0.2597, 0.2609, -0.3110, -0.3067, 0.1106, -0.4109, -0.3137, -0.1574, -0.2183, -0.2015, 0.2140, 0.2175, 0.2131, 0.2057, 0.2405, 0.4015, 0.2548, 0.2271, 0.2301, 0.2378, 0.2416, 0.2213, 0.3956, 0.2342, 0.2164, 0.2236, 0.2269, 0.2028, 0.2104, 0.2087]}